Record 1
Below is a 2-piece molecular cluster, C22H36BrClN2O4P overall at a distorted geometry, with properties calculated with wB97M-V/def2-TZVPD.

```
67
Properties=species:S:1:pos:R:3
C 3.46626 -3.26429 1.79783
C 2.76206 -2.10500 1.33926
C 1.16980 -1.88030 1.53365
C 0.91670 -0.27685 1.30390
C 1.54459 0.63180 2.46724
C 2.73062 1.49870 1.77465
C 4.24433 1.11640 1.89781
C 5.25723 2.02037 1.13322
C 4.82008 3.24730 0.25652
C 3.31911 3.64149 0.15465
C 2.30324 2.72346 0.93260
C -0.68633 -0.33967 1.07922
C -1.60879 -0.92594 2.26505
C -1.45116 -0.14409 3.67472
O -2.47188 -0.72092 4.56053
C -1.04949 1.19435 0.77964
C -2.57806 1.49229 0.38472
C -2.77769 1.91812 -1.17681
O -3.44260 3.21211 -1.23751
C -3.25079 3.71307 -2.59664
C -0.75044 -1.43592 -0.11942
C -0.73428 -0.95558 -1.64857
C 0.42570 0.07419 -2.04312
N 1.62138 -0.25929 -2.51272
P -2.26074 -2.66076 -0.13456
O -1.98258 -3.88910 -1.33151
Br -4.14231 -1.63499 -0.82613
N 0.33733 -2.40856 0.35648
Cl 1.17767 -3.37038 -0.80587
H 4.09399 -3.88512 1.05762
H 3.47334 -3.60788 2.90088
H 3.35941 -1.31513 0.76223
H 0.80582 -2.34409 2.50805
H 1.60749 -0.09029 0.41290
H 2.09135 -0.01548 3.25818
H 0.80599 1.27445 3.04682
H 4.52289 0.20608 2.52108
H 6.37107 1.74078 1.19300
H 5.56693 3.89164 -0.32968
H 2.94185 4.52065 -0.47698
H 1.19836 3.02950 0.81951
H -2.74015 -0.88490 2.02532
H -1.39618 -2.03579 2.50812
H -0.44139 -0.42352 4.15295
H -1.62943 0.97752 3.60516
H -2.11751 -1.57503 4.90235
H -0.37117 1.70297 0.00558
H -0.85634 1.76788 1.76584
H -2.88587 2.44278 0.97107
H -3.32677 0.68956 0.68843
H -3.43673 1.13648 -1.72422
H -1.77017 2.01381 -1.73071
H -3.04491 2.83759 -3.30390
H -2.36137 4.43569 -2.66010
H -4.23018 4.19965 -2.95000
H -1.72854 -0.46910 -1.98751
H -0.61006 -1.86649 -2.35461
H 0.24051 1.21246 -1.98215
H 1.65977 -1.29232 -2.55538
H -1.86886 -4.75889 -0.88606
H -0.24107 -3.13064 0.85509
C -1.57156 -1.77776 -5.36338
O -2.57585 -1.31323 -4.47176
H -1.63906 -1.21394 -6.29361
H -0.58371 -1.62492 -4.91909
H -1.72629 -2.83915 -5.57217
H -2.49455 -1.82782 -3.65771
```

Calculated total energy   -126402.7137 eV
Orbital gap   7.129 eV
Charge   +1
Spin multiplicity   1

---

Record 2
Below is C22H36CsN6O11P3 as an isolated structure at a distorted geometry, with properties calculated with wB97M-V/def2-TZVPD.

```
79
Properties=species:S:1:pos:R:3
Cs -0.03176 -0.79587 -0.17354
C 3.69076 2.91824 0.09050
C 3.40080 2.32046 -1.24253
N 2.39398 1.53489 -1.50733
C 2.51748 1.17468 -2.82658
C 3.63002 1.77693 -3.37314
N 4.17108 2.50196 -2.35107
C 4.29104 1.81424 -4.73126
O 3.77017 1.08656 -5.62163
O 5.28614 2.55089 -4.81926
C 1.54907 0.24350 -3.44889
O 1.77623 -0.08768 -4.70358
O 0.59738 -0.19368 -2.83008
H 2.85913 2.68313 0.75252
H 3.81699 4.00167 0.02297
H 4.59927 2.48950 0.51966
H 5.01168 3.04037 -2.48552
H 2.61232 0.38576 -5.09304
N 2.40216 -3.55287 3.85237
C 1.40527 -2.72953 3.06289
C 0.37496 -2.09413 3.96993
P 2.51845 -1.44810 2.24744
O 3.09363 -2.29152 1.00709
O 3.64128 -1.33400 3.25363
O 1.73656 -0.26407 1.82112
P 0.75265 -3.87608 1.73511
O -0.73149 -4.27505 2.27596
O 1.64800 -5.06902 1.88485
O 0.60280 -3.17221 0.42562
H 2.06168 -3.82541 4.76665
H 3.24990 -2.89938 3.90110
H 2.53467 -4.40353 3.23526
H 0.85610 -1.40622 4.67113
H -0.17787 -2.85648 4.52535
H -0.33958 -1.52611 3.37520
H 2.26734 -2.51854 0.51460
H -1.39155 -3.78472 1.75772
C 2.10913 3.92148 3.30111
N 0.83911 3.25356 3.18834
C 0.69596 2.02069 3.95610
P -0.41926 3.66421 2.18360
O -0.99422 2.57085 1.40296
N 0.10871 4.90421 1.19806
C 0.23374 6.27922 1.60259
C 0.66753 4.57348 -0.10481
N -1.54667 4.33986 3.23225
C -2.89707 4.52590 2.73775
C -1.25676 4.94557 4.50403
H 2.92601 3.20081 3.19824
H 2.22178 4.41955 4.27599
H 2.21376 4.67104 2.51727
H 1.44374 1.28382 3.65880
H -0.28260 1.58824 3.75405
H 0.78454 2.22459 5.03248
H -0.26172 6.43538 2.56012
H -0.23567 6.93874 0.86315
H 1.28324 6.59188 1.70165
H 0.60411 3.49864 -0.26756
H 1.71841 4.88092 -0.17200
H 0.11006 5.07779 -0.90057
H -3.00565 3.97627 1.80439
H -3.12271 5.58734 2.56078
H -3.62757 4.13497 3.45338
H -0.20766 4.79688 4.75523
H -1.86434 4.49348 5.29790
H -1.46761 6.02548 4.50194
C -3.25787 -0.89329 -0.20153
C -4.40725 -0.91175 -0.65492
C -5.73253 -1.00210 -1.15300
C -6.85056 -0.81724 -0.31607
C -8.14200 -0.95088 -0.79405
C -8.37893 -1.26630 -2.12690
C -7.28930 -1.43674 -2.97479
C -5.99641 -1.30442 -2.50345
H -6.67673 -0.57205 0.72398
H -8.98179 -0.81296 -0.12029
H -9.39125 -1.37608 -2.49798
H -7.45996 -1.68143 -4.01805
H -5.15489 -1.43888 -3.17071
```

Calculated total energy   -83286.1456 eV
Orbital gap   5.950 eV
Charge   -2
Spin multiplicity   1

---

Record 3
Below is C22H37AsF6NO10S4 as an isolated structure at a distorted geometry, with properties calculated with wB97M-V/def2-TZVPD.

```
81
Properties=species:S:1:pos:R:3
As -1.50954 -0.20808 -0.31824
F -2.96584 -1.24642 -0.70177
F -2.50214 0.50105 1.01307
F -0.09981 0.85520 0.04954
F -0.65753 -0.80385 -1.81769
F -2.07241 1.13559 -1.39909
F -0.89448 -1.59168 0.73024
C 5.46948 -7.21306 4.81330
C 6.74103 -6.59312 5.05582
C 6.80754 -5.20402 5.13904
C 5.60858 -4.50292 5.10005
C 4.37350 -5.17238 4.86573
C 4.34014 -6.50036 4.69196
N 5.58451 -3.02149 5.32849
O 6.56554 -2.66866 5.94650
O 4.51449 -2.47905 5.10646
H 5.42147 -8.27775 4.63854
H 7.66595 -7.14989 5.02522
H 7.83654 -4.89454 5.24764
H 3.40077 -4.72077 4.73830
H 3.40072 -6.97628 4.45238
C 5.57226 -3.41097 -2.50707
C 6.23771 -4.71080 -3.11599
C 6.54467 -4.43305 -4.59867
S 7.20063 -2.66605 -4.60814
O 6.43236 -1.92612 -5.60561
O 8.68826 -2.47258 -4.55714
C 6.50884 -2.12831 -2.97759
H 5.34519 -3.38051 -1.44142
H 4.64552 -3.45825 -3.07894
H 5.48630 -5.45885 -2.86322
H 7.16129 -5.11619 -2.70277
H 5.50829 -4.35700 -4.92767
H 7.23648 -5.08020 -5.13784
H 6.07723 -1.13205 -3.07388
H 7.39408 -1.97833 -2.35958
C -3.81026 8.02907 2.02105
C -3.65335 6.95909 0.94196
C -5.06739 6.60784 0.31266
S -6.07929 8.01624 0.52275
O -7.18620 7.72038 1.42907
O -6.24063 8.64492 -0.75952
C -4.82007 9.01707 1.48373
H -2.89648 8.56697 2.27359
H -4.18634 7.67079 2.97933
H -3.24227 6.02401 1.32243
H -3.04935 7.37711 0.13663
H -5.51208 5.74589 0.81004
H -4.79071 6.35283 -0.71034
H -5.54447 9.42494 2.18870
H -4.35376 9.88177 1.01156
C -1.92443 5.65856 -6.88278
C -1.27585 7.04392 -6.80402
C 0.03529 6.91227 -7.60790
S -0.34154 5.84167 -9.05106
O 0.65265 4.80006 -9.10020
O -0.49671 6.63458 -10.23288
C -2.04372 5.29710 -8.46716
H -2.92652 5.50499 -6.48236
H -1.33064 4.86540 -6.42847
H -0.94608 7.08883 -5.76607
H -1.99573 7.85458 -6.91668
H 0.60716 6.19966 -7.01356
H 0.73528 7.70886 -7.86002
H -2.27610 4.35858 -8.97043
H -2.73030 6.05694 -8.84044
C -5.07108 -5.73383 6.99966
C -4.18555 -4.58338 6.43250
C -4.83409 -4.07649 5.08975
S -5.63200 -5.54470 4.32560
O -4.83642 -6.22894 3.33379
O -7.06915 -5.23254 4.04501
C -5.63052 -6.54059 5.87510
H -5.87513 -5.21206 7.51868
H -4.55567 -6.29342 7.78024
H -3.19611 -4.95604 6.16749
H -3.96151 -3.80782 7.16491
H -4.22353 -3.42289 4.46675
H -5.69128 -3.47349 5.38928
H -4.97570 -7.39365 5.69736
H -6.64018 -6.92311 6.02461
```

Calculated total energy   -165861.2620 eV
Orbital gap   9.477 eV
Charge   -1
Spin multiplicity   1